A structure of composition C25H33IrNOP2Si at a distorted geometry, computed with ωB97M-V with the def2-TZVPD basis set.

Geometry (Å):
C (-1.579, 3.135, -3.182)
C (-1.285, 1.940, -2.538)
C (0.084, 1.524, -2.477)
C (1.115, 2.356, -2.976)
C (0.768, 3.579, -3.551)
C (-0.567, 3.968, -3.668)
C (2.517, 1.848, -3.110)
C (2.600, 0.356, -3.005)
C (1.499, -0.406, -2.546)
C (1.505, -1.833, -2.635)
C (2.631, -2.445, -3.176)
C (3.736, -1.698, -3.606)
C (3.721, -0.307, -3.506)
H (-2.623, 3.455, -3.247)
H (1.553, 4.205, -3.981)
H (-0.824, 4.914, -4.154)
H (2.795, 2.069, -4.175)
H (2.616, -3.531, -3.308)
H (4.607, -2.211, -4.032)
H (4.559, 0.296, -3.878)
N (0.405, 0.259, -1.998)
Ir (-0.102, -0.240, -0.061)
C (-2.411, 1.142, -1.896)
H (-2.526, 0.142, -2.348)
H (-3.367, 1.688, -1.974)
C (0.345, -2.712, -2.170)
H (-0.590, -2.534, -2.723)
H (0.597, -3.773, -2.307)
P (-2.053, 0.947, -0.090)
P (0.004, -2.471, -0.362)
C (1.343, -3.286, 0.545)
H (1.260, -2.972, 1.593)
H (1.262, -4.378, 0.482)
H (2.319, -2.966, 0.157)
C (-1.599, -3.120, 0.128)
H (-1.566, -4.207, 0.240)
H (-1.825, -2.644, 1.087)
H (-2.363, -2.833, -0.603)
C (-1.873, 2.623, 0.551)
H (-2.840, 3.142, 0.549)
H (-1.495, 2.547, 1.575)
H (-1.154, 3.186, -0.053)
C (-3.370, 0.094, 0.773)
H (-2.927, -0.211, 1.726)
H (-4.210, 0.773, 0.946)
H (-3.698, -0.792, 0.219)
C (1.738, 0.033, 0.287)
O (2.890, 0.086, 0.407)
H (3.279, 2.428, -2.603)
C (1.248, -0.937, 5.139)
Si (-0.369, -0.048, 4.786)
C (-1.813, -0.975, 5.538)
C (-0.270, 1.734, 5.360)
C (-0.814, -0.068, 3.001)
C (-0.534, -0.323, 1.814)
H (1.474, -0.951, 6.215)
H (2.087, -0.451, 4.623)
H (1.204, -1.979, 4.792)
H (-1.814, -0.954, 6.634)
H (-2.744, -0.524, 5.170)
H (-1.793, -2.021, 5.202)
H (0.645, 2.218, 4.990)
H (-1.128, 2.289, 4.957)
H (-0.284, 1.826, 6.454)

Properties
Kohn-Sham gap (alpha / beta) = 0.1467 / 0.1607 Ha
Charge = +2
HOMO (alpha / beta) = -9.50 / -14.30 eV
M = 645.80 u
Multiplicity = 6
LUMO level (alpha / beta) = -0.202 / -0.365 Ha

natural (NBO) population analysis, charges in e, atoms 1 to 8: atom 1 (C): -0.1888, atom 2 (C): -0.0256, atom 3 (C): 0.2643, atom 4 (C): 0.0265, atom 5 (C): -0.2019, atom 6 (C): -0.0875, atom 7 (C): -0.4819, atom 8 (C): -0.0065